No. 1
C21H29BN9O2Sr | the ωB97M-V functional and the def2-TZVPD basis

XYZ file:
```
63
Properties=species:S:1:pos:R:3:nbo_charge:R:1
N 0.145 -5.466 -0.121 -0.52
N -0.003 2.501 4.043 -0.23
C -2.779 -0.538 1.952 0.18
C -0.045 2.573 6.219 0.33
H -1.068 1.348 7.578 0.28
C 2.815 -0.471 1.945 0.19
C 1.228 -5.005 -2.242 -0.41
C -3.318 0.068 3.090 -0.33
H -2.394 1.672 4.298 0.21
H -0.042 3.636 -2.809 0.26
C -0.026 2.739 -2.195 -0.66
N -0.015 2.115 0.172 -0.43
H 4.412 -1.804 1.472 0.25
H -4.272 -0.113 3.553 0.25
C 0.090 3.893 5.808 -0.34
N 1.306 0.923 2.637 -0.37
H 0.874 2.184 -2.468 0.22
H 3.643 -1.100 0.063 0.23
C 2.343 0.993 3.504 0.01
H -4.333 -1.923 1.479 0.25
H -0.096 4.763 2.025 0.20
H 2.821 -2.381 0.975 0.22
C 1.445 -6.235 -0.211 -0.22
N -1.310 0.900 2.640 -0.37
H -2.721 -2.469 1.027 0.22
C 0.080 -3.137 -0.900 0.76
N -0.094 1.741 5.066 -0.09
C -0.031 3.081 -0.739 0.18
H -0.918 -4.794 -1.831 0.25
H -0.082 5.305 -0.582 0.25
H 0.668 1.186 7.620 0.28
C 3.453 -1.495 1.063 -0.66
H -0.090 2.630 8.348 0.26
B -0.010 1.743 2.602 0.96
C -0.137 1.922 7.526 -0.69
N -1.584 -0.028 1.676 -0.43
C -2.366 0.976 3.481 0.02
H 1.351 -7.162 0.348 0.24
H 2.037 -4.282 -2.135 0.23
N 1.617 0.024 1.657 -0.43
C -0.059 4.334 -0.119 -0.32
H 4.266 -0.064 3.589 0.25
O 0.038 -2.269 -1.797 -0.77
H 0.941 -5.023 -3.290 0.26
N -0.027 2.714 1.401 -0.38
H 2.341 1.666 4.341 0.21
C 3.319 0.113 3.110 -0.33
H 0.119 -4.824 0.686 0.47
H 1.011 -7.167 -2.107 0.23
Sr 0.011 -0.442 -0.182 1.84
H 2.207 -5.608 0.248 0.22
H 2.678 -6.626 -1.949 0.26
H 0.162 4.773 6.424 0.28
H 0.228 4.644 3.735 0.24
C -0.060 4.053 1.223 0.00
H -0.906 2.152 -2.467 0.22
H -3.557 -1.228 0.070 0.23
C 1.648 -6.374 -1.708 -0.42
C 0.041 -4.595 -1.355 -0.16
C 0.118 3.849 4.446 0.12
H -0.644 -6.106 -0.058 0.43
C -3.375 -1.596 1.081 -0.66
O 0.158 -2.910 0.337 -0.80
```

Results
E_HOMO (spin up / spin down) (eV): -13.89 / -13.88
DFT total energy (eV): -41257.00774
Multiplicity: 2
<S²>: 0.760
Charge: +2
Energy above the lowest of the compared OMol25 structures with the same formula, charge and spin (kJ/mol): 4.70
Kohn-Sham gap (spin up / spin down) (eV): 9.04 / 5.07

No. 2
C21H29BrF9NO8 | the ωB97M-V functional and the def2-TZVPD basis

XYZ file:
```
69
Properties=species:S:1:pos:R:3:nbo_charge:R:1
H 3.651 2.658 -0.581 0.23
H -5.577 -1.253 1.071 0.22
H 1.844 -2.437 3.769 0.21
H 2.781 1.148 -0.297 0.23
H -1.262 -1.946 1.347 0.13
H 2.713 6.207 -6.557 0.20
C -3.563 -6.052 1.924 0.69
O 2.903 -0.666 3.984 -0.48
Br -3.508 -1.729 -0.737 -0.02
H 1.536 -2.785 6.235 0.23
F 1.315 -1.466 -3.602 -0.31
H 2.618 2.833 -2.851 0.20
C 2.413 6.899 -5.775 -0.08
C 2.739 6.884 -3.447 0.69
C 1.940 -1.626 4.488 -0.07
O 3.201 6.503 -4.626 -0.48
O 1.743 7.502 -3.216 -0.54
H -2.932 -4.846 -0.278 0.18
C -2.520 -4.475 0.672 -0.23
H -3.607 -1.664 2.257 0.24
C -3.099 -2.625 2.407 -0.53
H 2.149 8.576 -7.075 0.22
H -4.466 -4.637 3.172 0.25
H -5.433 -4.984 1.739 0.24
F 3.388 6.936 -1.173 -0.30
C 4.802 -0.020 2.785 0.90
H -7.704 -1.612 0.106 0.22
H -6.663 -2.370 -1.103 0.21
F 6.006 -0.437 2.413 -0.30
C 2.696 8.331 -6.164 -0.64
H 3.761 8.473 -6.350 0.22
F -0.484 -0.347 -4.065 -0.31
H -6.040 -2.752 1.853 0.21
C -3.638 -3.664 1.378 -0.06
H -4.840 -3.771 -0.390 0.22
O -0.860 -2.467 3.239 -0.53
H 1.360 2.737 -1.613 0.20
C 4.000 -1.163 3.447 0.69
H -1.626 -6.302 1.320 0.40
H 4.028 1.222 -1.546 0.22
C 0.277 -0.818 -3.066 0.90
H 1.359 6.740 -5.550 0.20
O 1.663 1.057 -2.795 -0.48
H -7.506 -3.372 0.079 0.21
F 3.509 5.033 -2.200 -0.32
C 2.188 2.203 -2.079 -0.08
F -0.445 -1.686 -2.364 -0.30
F 4.132 0.385 1.693 -0.32
H -3.297 -2.948 3.430 0.23
C -4.544 -3.005 0.331 -0.18
O 0.269 0.557 -1.087 -0.55
C -4.417 -4.804 2.094 -0.52
C -5.787 -2.307 0.885 -0.45
C 3.676 6.363 -2.333 0.90
F 4.946 1.030 3.598 -0.31
H 1.001 -1.083 4.507 0.21
H 2.435 -1.294 6.556 0.21
C -6.989 -2.419 -0.061 -0.61
F 4.958 6.591 -2.620 -0.30
H 2.384 9.020 -5.381 0.23
H 3.255 -2.686 5.835 0.22
C 0.739 0.352 -2.167 0.70
H -1.605 -3.942 0.419 0.22
C 3.224 1.780 -1.064 -0.64
C -1.624 -2.331 2.318 0.45
O -3.916 -7.197 2.039 -0.57
N -2.298 -5.598 1.593 -0.63
O 4.329 -2.310 3.369 -0.55
C 2.320 -2.127 5.862 -0.64
```

Results
E_HOMO (eV): -9.84
DFT total energy (eV): -134618.88052
SMILES string: CC[C@@H](Br)[C@]1(CC=O)CNC(=O)C1.CCOC(=O)C(F)(F)F.CCOC(=O)C(F)(F)F.CCOC(=O)C(F)(F)F
Kohn-Sham gap (eV): 10.34

No. 3
C21H29ClN2O2 | the ωB97M-V functional and the def2-TZVPD basis

XYZ file:
```
55
Properties=species:S:1:pos:R:3:nbo_charge:R:1
H -4.072 -0.364 -1.766 0.20
C 2.449 -3.861 0.038 -0.24
H 0.906 3.768 -0.277 0.25
C -0.733 4.133 1.059 -0.50
H 2.554 -4.704 0.703 0.22
H -0.951 4.126 2.130 0.21
H -0.231 -0.606 -0.443 0.19
H 1.387 4.520 1.244 0.21
H -0.960 5.124 0.668 0.24
C -0.236 1.576 1.594 -0.21
H 3.656 0.422 -0.919 0.27
H 2.075 0.669 2.883 0.21
H -2.041 -2.434 -0.894 0.19
H -4.628 -1.965 -1.318 0.21
Cl 2.090 -0.385 -2.790 0.03
H 3.507 -0.299 2.537 0.20
N -1.246 1.844 0.605 -0.45
C -0.875 0.057 -1.030 -0.42
C 3.497 -0.213 -0.046 -0.25
C -3.829 -1.237 -1.159 -0.40
C 1.987 1.631 0.383 0.70
H 4.452 -0.379 0.463 0.20
H -0.237 0.822 -1.479 0.23
H -0.033 0.506 1.587 0.22
H -2.652 1.241 -0.718 0.25
C 1.746 -3.989 -1.147 -0.20
C 1.065 2.378 1.352 -0.31
H 1.896 -0.942 2.176 0.20
C 1.642 -2.910 -2.005 -0.23
C -2.549 -0.238 0.858 -0.42
C -3.846 -0.850 0.323 -0.39
N 2.616 0.523 0.856 -0.44
H 1.290 -4.931 -1.413 0.22
C -1.530 -0.747 -2.147 -0.38
C 2.907 -1.537 -0.464 -0.09
H 1.582 2.489 2.309 0.22
C -1.886 0.749 -0.110 -0.05
H -1.843 -1.038 1.097 0.19
H -4.662 -0.140 0.475 0.21
H 3.592 -2.560 1.281 0.20
C 3.025 -2.647 0.366 -0.14
C 0.728 3.771 0.801 -0.40
C -2.507 -1.820 -1.666 -0.41
H -0.738 -1.224 -2.727 0.21
H 1.120 -3.005 -2.944 0.23
H -2.724 -2.475 -2.513 0.21
H -0.620 1.838 2.591 0.20
O 2.160 2.015 -0.756 -0.63
C 2.508 -0.035 2.181 -0.41
H -4.070 -1.734 0.925 0.20
C 2.218 -1.693 -1.667 -0.02
H -2.059 -0.064 -2.815 0.20
C -1.607 3.123 0.344 0.69
O -2.510 3.424 -0.410 -0.63
H -2.782 0.280 1.791 0.21
```

Results
E_HOMO (eV): -8.87
DFT total energy (eV): -41846.86031
Energy above the lowest of the compared OMol25 structures with the same formula, charge and spin (kJ/mol): 96.41
SMILES string: CN(Cc1ccccc1Cl)C(=O)[C@H]1CCC(=O)N(C2CCCCCC2)C1
Kohn-Sham gap (eV): 9.37

No. 4
C21H29ClN2O5S | the ωB97M-V functional and the def2-TZVPD basis

XYZ file:
```
59
Properties=species:S:1:pos:R:3:nbo_charge:R:1
H -5.312 -4.193 0.883 0.20
H -4.269 -5.323 1.776 0.22
C 1.517 -1.632 0.686 -0.19
H 2.209 -3.720 1.095 0.17
Cl 3.404 2.013 1.405 0.10
C -3.537 -3.202 1.946 -0.08
C 1.797 2.205 1.193 -0.13
C -0.390 3.398 1.411 -0.12
H 1.324 3.660 2.756 0.20
O 1.645 -0.032 -2.041 -0.96
C 3.703 -3.306 -1.027 -0.42
N -3.004 1.969 -0.224 -0.46
C 2.116 -3.506 -1.112 -0.39
H -2.004 -0.398 -1.006 0.21
S 2.491 0.332 -0.936 2.39
C -4.174 -4.397 1.273 -0.63
H 3.851 -4.229 -0.225 0.20
H 1.615 -4.257 -1.529 0.22
H -4.920 1.934 -0.300 0.21
C -2.135 2.864 -0.530 0.70
C -4.363 0.766 -1.961 -0.46
H -4.337 2.967 -1.483 0.24
O 3.667 0.744 -1.246 -0.94
H -1.985 0.746 1.023 0.23
C -4.267 -0.507 -1.346 -0.43
H 3.893 -1.894 1.345 0.15
C 0.045 1.660 -0.425 -0.29
H -4.905 -0.759 -0.418 0.23
C -4.280 1.770 -1.053 -0.23
O -1.851 -2.698 0.368 -0.67
H -5.433 1.043 -2.425 0.23
H 5.544 -2.438 -0.684 0.24
C -0.719 2.445 0.204 -0.10
H -4.159 -2.869 2.785 0.18
O -2.457 3.900 -0.825 -0.57
N 2.572 -0.855 0.371 -0.67
H -4.173 -1.427 -1.882 0.23
H -0.101 1.040 -1.354 0.27
H 4.648 -0.514 0.503 0.22
H 0.661 -1.039 0.015 0.19
H 1.814 -2.655 -1.780 0.20
H 3.946 -4.100 -1.975 0.19
C -2.787 0.744 0.352 -0.22
C 4.414 -2.171 -1.065 -0.35
C 3.973 -1.376 0.622 -0.17
C 1.468 1.594 -0.109 -0.27
H -0.913 4.136 1.805 0.22
H -3.552 -4.518 0.361 0.23
C 1.577 -3.046 0.310 -0.41
H -3.734 1.038 -2.814 0.24
C 0.965 3.074 1.632 -0.20
C -2.759 -1.917 0.347 0.82
H 1.258 -1.486 1.562 0.18
H -2.605 -3.407 2.247 0.21
C -2.896 -0.531 -0.626 -0.27
O -3.693 -2.190 0.990 -0.47
H 4.054 -1.466 -1.518 0.18
H -3.586 0.589 1.152 0.18
H 0.677 -3.518 0.324 0.23
```

Results
E_HOMO (eV): -7.95
DFT total energy (eV): -58803.74758
Energy above the lowest of the compared OMol25 structures with the same formula, charge and spin (kJ/mol): 1984.78
Kohn-Sham gap (eV): 7.47